Record 1
Here is a cluster of 2 separate species, C6H9N in total at a distorted geometry from the OMol25 dataset. Energies are from ωB97M-V/def2-TZVPD.

Element x y z (Å)
C1 1.38 -0.48 1.03
C2 1.57 0.70 0.14
C3 0.72 1.73 -0.02
C4 -0.53 1.81 0.68
N1 -1.55 1.87 1.23
H1 0.39 -0.49 1.49
H2 1.50 -1.41 0.46
H3 2.14 -0.47 1.82
H4 2.49 0.74 -0.44
H5 0.95 2.55 -0.68
C5 -1.13 -1.00 -1.48
C6 -1.90 -1.18 -0.41
H6 -0.91 -0.02 -1.88
H7 -0.68 -1.85 -2.01
H8 -2.35 -0.34 0.11
H9 -2.11 -2.17 -0.02

The calculation puts the relative energy (zero: lowest compared OMol25 entry of this formula, charge and spin) at 183.2 kJ/mol. Its LUMO energy is 0.69 eV. Its SMILES is C/C=C\C#N.C=C. The HOMO energy comes out at -10.1 eV. The value obtained for the frontier orbital gap is 10.750 eV.

Record 2
Here is a cluster of 11 separate species, C26H43N11O12 in total at a distorted geometry from the OMol25 dataset. Energies are from ωB97M-V/def2-TZVPD.

Element x y z (Å)
C1 -32.75 -24.92 53.65
N1 -32.97 -25.85 52.48
O1 -32.01 -25.85 51.61
O2 -34.02 -26.23 52.15
H1 -32.66 -23.97 53.37
H2 -31.88 -25.12 54.28
H3 -33.62 -25.19 54.24
C2 -35.03 -29.92 52.38
N2 -35.77 -29.92 51.08
O3 -35.15 -29.77 50.04
O4 -36.90 -30.21 51.14
H4 -35.75 -29.73 53.07
H5 -34.19 -29.11 52.26
H6 -34.73 -31.02 52.46
C3 -37.38 -26.70 52.24
N3 -37.30 -26.84 53.84
O5 -37.81 -26.05 54.62
O6 -36.72 -27.85 54.27
H7 -38.47 -26.25 52.12
H8 -37.22 -27.60 51.80
H9 -36.46 -26.15 51.92
C4 -31.07 -30.01 54.42
N4 -31.55 -28.54 54.53
O7 -30.85 -27.65 54.93
O8 -32.75 -28.47 54.23
H10 -31.56 -30.40 53.51
H11 -31.43 -30.59 55.25
H12 -29.96 -29.96 54.01
C5 -28.64 -25.18 53.42
N5 -29.10 -23.77 53.11
O9 -28.94 -23.53 51.92
O10 -29.64 -23.03 53.85
H13 -29.35 -26.04 53.21
H14 -28.52 -25.39 54.56
H15 -27.85 -25.15 52.82
C6 -30.67 -23.03 57.24
N6 -32.00 -23.07 56.62
O11 -32.44 -22.10 56.24
O12 -32.38 -24.18 56.43
H16 -30.26 -23.86 57.73
H17 -30.97 -22.21 58.10
H18 -30.00 -22.51 56.71
C7 -34.36 -28.36 56.63
C8 -34.66 -28.72 58.15
C9 -33.94 -27.68 59.04
N7 -33.12 -26.91 58.23
C10 -33.36 -27.19 56.77
H19 -34.66 -28.68 55.73
H20 -35.06 -29.57 58.38
H21 -33.89 -27.67 60.16
H22 -32.74 -26.03 58.45
H23 -33.04 -26.38 56.00
C11 -32.32 -23.86 47.32
C12 -30.93 -23.34 46.98
C13 -30.22 -23.69 48.29
N8 -31.17 -24.12 49.22
C14 -32.49 -24.34 48.74
H24 -33.17 -23.99 46.69
H25 -30.54 -22.78 46.11
H26 -29.28 -23.38 48.50
H27 -30.84 -24.40 50.13
H28 -33.29 -24.66 49.30
C15 -31.60 -30.74 50.31
C16 -31.66 -29.40 50.95
C17 -30.20 -29.16 51.43
N9 -29.49 -30.35 51.16
C18 -30.19 -31.29 50.43
H29 -32.33 -31.21 49.62
H30 -32.44 -28.54 50.80
H31 -29.83 -28.35 51.90
H32 -28.52 -30.44 51.60
H33 -29.63 -31.97 49.88
C19 -36.38 -22.99 52.06
C20 -36.01 -22.81 53.58
C21 -34.85 -21.99 53.75
N10 -34.28 -21.81 52.44
C22 -35.17 -22.32 51.44
H34 -37.39 -23.44 51.63
H35 -36.72 -23.24 54.38
H36 -34.31 -21.78 54.78
H37 -33.45 -21.33 52.26
H38 -34.81 -22.24 50.40
C23 -35.99 -23.92 57.28
C24 -37.43 -23.60 57.16
C25 -37.71 -22.95 58.49
N11 -36.55 -22.76 59.16
C26 -35.47 -23.17 58.55
H39 -35.27 -24.40 56.51
H40 -38.15 -23.75 56.45
H41 -38.67 -22.59 58.76
H42 -36.47 -22.18 60.08
H43 -34.38 -22.99 58.86

Its LUMO energy is -0.23 eV. Its SMILES is C[N+](=O)[O-].C[N+](=O)[O-].C[N+](=O)[O-].C[N+](=O)[O-].C[N+](=O)[O-].C[N+](=O)[O-].c1cc[nH]c1.c1cc[nH]c1.c1cc[nH]c1.c1cc[nH]c1.c1cc[nH]c1. The HOMO energy comes out at -7.6 eV. The value obtained for the frontier orbital gap is 7.322 eV.

Record 3
Here is a cluster of 3 separate species, C37H54FN4O9P2S2 in total at a distorted geometry from the OMol25 dataset. Energies are from ωB97M-V/def2-TZVPD.

Element x y z (Å)
C1 -1.09 3.78 -1.94
C2 0.35 3.72 -1.44
P1 0.56 2.92 0.18
C3 2.35 2.56 0.23
C4 3.04 2.06 -1.07
C5 -0.32 1.22 0.14
C6 -1.27 1.21 1.35
C7 -2.71 1.51 0.90
C8 -3.32 2.74 1.52
N1 -2.91 3.92 1.39
N2 -1.27 -0.04 2.20
C9 -1.60 0.27 3.63
O1 -2.87 0.82 3.67
C10 -3.06 1.62 4.81
C11 -2.53 2.91 4.88
C12 -2.73 3.66 6.05
C13 -3.45 3.13 7.12
C14 -3.97 1.83 7.03
C15 -3.78 1.07 5.87
C16 -0.02 -0.88 2.16
C17 1.16 -0.13 2.76
P2 1.55 -0.04 4.54
O2 2.91 -0.52 4.77
O3 1.32 1.51 4.87
O4 0.41 -0.81 5.36
C18 -0.27 -2.23 2.81
C19 0.78 -2.95 3.35
C20 0.53 -4.18 3.90
C21 -0.76 -4.68 3.88
N3 -1.79 -4.01 3.36
C22 -1.54 -2.82 2.84
C23 0.23 -1.14 0.64
O5 -0.99 -1.50 0.04
C24 1.33 -2.16 0.38
C25 1.04 -3.53 0.30
C26 2.04 -4.46 0.03
C27 3.36 -4.03 -0.15
C28 3.66 -2.67 -0.08
C29 2.65 -1.75 0.18
N4 0.67 0.13 0.10
F1 0.88 -0.08 -1.27
H1 -1.62 2.84 -1.85
H2 -1.06 4.02 -2.99
H3 -1.65 4.57 -1.46
H4 0.69 4.73 -1.28
H5 0.97 3.32 -2.22
H6 2.79 3.51 0.51
H7 2.58 1.88 1.03
H8 3.66 1.21 -0.85
H9 2.34 1.80 -1.85
H10 3.70 2.82 -1.45
H11 -0.86 1.18 -0.79
H12 -0.98 2.02 2.01
H13 -2.75 1.62 -0.17
H14 -3.36 0.68 1.15
H15 -4.19 2.58 2.14
H16 -2.07 3.96 0.80
H17 -2.05 -0.59 1.86
H18 -0.87 0.98 3.99
H19 -1.56 -0.66 4.17
H20 -1.97 3.34 4.07
H21 -2.32 4.65 6.10
H22 -3.58 3.72 8.01
H23 -4.52 1.43 7.86
H24 -4.20 0.08 5.80
H25 1.13 0.90 2.43
H26 2.06 -0.53 2.34
H27 0.64 1.69 5.53
H28 0.27 -0.43 6.23
H29 1.78 -2.55 3.34
H30 1.34 -4.74 4.32
H31 -0.97 -5.65 4.30
H32 -2.40 -2.32 2.43
H33 -1.32 -2.31 0.43
H34 0.04 -3.90 0.46
H35 1.80 -5.50 -0.01
H36 4.13 -4.75 -0.34
H37 4.66 -2.34 -0.23
H38 2.87 -0.70 0.21
C30 3.23 2.56 -6.73
C31 2.53 1.20 -6.66
C32 1.32 1.35 -5.74
S1 0.81 3.06 -5.86
O6 1.00 3.70 -4.57
O7 -0.46 3.17 -6.52
C33 2.13 3.59 -6.95
H39 3.98 2.60 -7.52
H40 3.74 2.77 -5.78
H41 2.20 0.91 -7.66
H42 3.20 0.42 -6.30
H43 0.48 0.72 -6.03
H44 1.57 1.15 -4.70
H45 2.41 4.61 -6.71
H46 1.74 3.54 -7.97
C34 -1.38 -4.85 -4.36
C35 -1.01 -4.32 -2.97
C36 0.11 -3.29 -3.15
S2 -0.12 -2.59 -4.79
O8 1.01 -2.94 -5.60
O9 -0.55 -1.22 -4.67
C37 -1.51 -3.62 -5.26
H47 -2.30 -5.44 -4.35
H48 -0.58 -5.50 -4.74
H49 -1.89 -3.85 -2.52
H50 -0.70 -5.12 -2.30
H51 0.05 -2.48 -2.42
H52 1.09 -3.75 -3.12
H53 -1.45 -3.84 -6.32
H54 -2.42 -3.07 -5.03

Its LUMO energy is -2.42 eV. The HOMO energy comes out at -10.8 eV. The value obtained for the frontier orbital gap is 8.415 eV. Its total charge is +1.

Record 4
Here is the ion C3H4NO3 with charge -1 at a distorted geometry from the OMol25 dataset. Energies are from ωB97M-V/def2-TZVPD.

Element x y z (Å)
O1 2.27 -1.61 0.24
C1 1.34 -0.86 0.43
C2 -0.13 -0.90 0.09
C3 -0.70 0.49 0.40
O2 0.41 1.40 0.42
N1 1.62 0.63 0.61
O3 2.42 1.15 -0.37
H1 -0.64 -1.63 0.57
H2 -1.47 0.98 -0.35
H3 -1.28 0.63 1.37
H4 2.19 0.66 -1.18

The calculation puts the relative energy (zero: lowest compared OMol25 entry of this formula, charge and spin) at 617.2 kJ/mol. Its LUMO energy is 4.40 eV. Its SMILES is [O-]C1=CCON1O. The HOMO energy comes out at -2.8 eV. The value obtained for the frontier orbital gap is 7.188 eV. Its total charge is -1.

Record 5
Here is a cluster of 7 separate species, C16H46BFN13O8 in total at a distorted geometry from the OMol25 dataset. Energies are from ωB97M-V/def2-TZVPD.

Element x y z (Å)
C1 -3.44 -3.94 4.35
C2 -2.23 -4.31 3.50
C3 -1.80 -3.21 2.53
C4 -0.33 -3.28 2.15
O1 -0.02 -2.24 1.30
B1 1.36 -2.04 0.74
C5 1.26 -2.21 -0.90
N1 0.55 -3.44 -1.32
C6 2.47 -3.11 1.35
C7 3.85 -2.98 0.73
F1 3.99 -3.87 -0.38
C8 1.82 -0.48 1.09
C9 1.39 -0.13 2.48
C10 1.29 1.28 2.89
O2 0.12 0.39 2.70
H1 -4.35 -3.89 3.74
H2 -3.31 -2.97 4.83
H3 -3.62 -4.68 5.14
H4 -2.46 -5.21 2.93
H5 -1.39 -4.59 4.16
H6 -2.37 -3.32 1.60
H7 -2.02 -2.21 2.94
H8 0.27 -3.26 3.08
H9 -0.15 -4.26 1.68
H10 2.27 -2.18 -1.35
H11 0.71 -1.34 -1.29
H12 0.75 -3.67 -2.28
H13 0.86 -4.21 -0.75
H14 2.19 -4.16 1.20
H15 2.58 -2.96 2.43
H16 4.04 -1.98 0.34
H17 4.65 -3.27 1.41
H18 1.35 0.26 0.44
H19 2.91 -0.32 1.15
H20 1.77 -0.81 3.25
H21 1.28 2.02 2.10
H22 1.21 1.62 3.92
C11 2.52 3.02 -1.29
O3 1.81 2.41 -0.53
N2 2.83 4.35 -1.18
N3 3.10 2.38 -2.37
H23 3.40 4.83 -1.84
H24 2.42 4.88 -0.43
H25 2.91 1.40 -2.46
H26 3.71 2.84 -3.02
C12 0.48 7.00 -1.90
O4 1.23 7.03 -0.94
N4 0.96 6.84 -3.18
N5 -0.87 7.10 -1.80
H27 0.36 6.80 -3.98
H28 1.95 6.74 -3.30
H29 -1.24 7.23 -0.88
H30 -1.50 7.00 -2.58
C13 -3.86 6.70 -4.58
O5 -3.17 6.93 -3.60
N6 -3.33 6.15 -5.72
N7 -5.20 6.90 -4.59
H31 -3.87 5.96 -6.54
H32 -2.35 5.96 -5.72
H33 -5.62 7.26 -3.75
H34 -5.80 6.59 -5.35
C14 5.28 -0.43 3.39
O6 5.01 -0.44 2.21
N8 6.52 -0.78 3.87
N9 4.36 -0.06 4.34
H35 6.76 -0.79 4.85
H36 7.20 -1.07 3.20
H37 3.45 0.21 4.00
H38 4.55 -0.05 5.32
C15 -6.17 3.48 -5.57
O7 -6.67 4.51 -6.01
N10 -6.84 2.29 -5.60
N11 -4.92 3.47 -5.04
H39 -6.45 1.44 -5.23
H40 -7.76 2.28 -5.99
H41 -4.49 4.37 -5.01
H42 -4.45 2.65 -4.70
C16 -0.33 -7.89 2.73
O8 0.00 -6.91 3.37
N12 -0.80 -7.78 1.45
N13 -0.25 -9.17 3.23
H43 -1.07 -8.57 0.89
H44 -0.85 -6.86 1.06
H45 0.10 -9.27 4.16
H46 -0.51 -9.98 2.71

Its LUMO energy is 1.72 eV. The HOMO energy comes out at -3.6 eV. The value obtained for the frontier orbital gap is 5.270 eV. Its total charge is -1.

Record 6
Here is a cluster of 11 separate species, C16H34BCl20FNO in total at a distorted geometry from the OMol25 dataset. Energies are from ωB97M-V/def2-TZVPD.

Element x y z (Å)
C1 3.97 2.81 -0.60
C2 2.75 3.49 -1.46
N1 1.37 3.00 -1.09
C3 0.32 3.72 -1.90
C4 -0.92 4.36 -1.04
B1 -1.53 3.38 0.13
F1 -1.21 4.06 1.45
C5 1.26 1.49 -1.19
C6 1.08 0.61 -2.56
O1 1.35 0.79 -0.03
H1 3.68 2.67 0.54
H2 4.91 3.54 -0.66
H3 4.33 1.81 -1.11
H4 2.85 3.41 -2.62
H5 2.77 4.65 -1.19
H6 -0.14 3.11 -2.78
H7 0.88 4.65 -2.41
H8 -0.70 5.40 -0.54
H9 -1.81 4.54 -1.82
H10 -2.72 3.28 0.02
H11 -1.12 2.27 0.11
H12 1.25 -0.55 -2.42
H13 -0.05 0.73 -2.94
H14 1.76 0.96 -3.45
C7 -3.08 1.04 3.19
Cl1 -4.52 1.06 2.16
Cl2 -3.49 0.57 4.85
H15 -2.36 0.33 2.79
H16 -2.64 2.04 3.20
C8 -2.37 -2.56 0.72
Cl3 -1.20 -1.24 0.57
Cl4 -2.86 -2.77 2.41
H17 -3.25 -2.32 0.12
H18 -1.91 -3.48 0.37
C9 -1.81 -2.01 -3.78
Cl5 -2.24 -0.47 -3.01
Cl6 -0.16 -2.48 -3.36
H19 -2.50 -2.78 -3.43
H20 -1.89 -1.90 -4.86
C10 0.93 -1.51 3.77
Cl7 1.47 -0.88 5.33
Cl8 1.14 -3.27 3.69
H21 -0.13 -1.28 3.64
H22 1.51 -1.05 2.97
C11 1.99 -5.77 -2.32
Cl9 1.61 -4.47 -1.20
Cl10 0.90 -5.75 -3.71
H23 3.02 -5.65 -2.68
H24 1.89 -6.73 -1.81
C12 2.65 -6.02 -7.01
Cl11 3.68 -6.63 -5.71
Cl12 3.41 -4.66 -7.84
H25 2.47 -6.82 -7.73
H26 1.70 -5.69 -6.58
C13 -3.63 -6.11 -0.08
Cl13 -1.95 -5.57 -0.16
Cl14 -3.74 -7.76 0.57
H27 -4.19 -5.44 0.58
H28 -4.06 -6.10 -1.08
C14 -6.98 3.86 3.33
Cl15 -8.42 3.87 2.30
Cl16 -7.39 3.39 4.98
H29 -6.26 3.15 2.92
H30 -6.54 4.86 3.34
C15 7.72 4.77 -0.88
Cl17 6.28 4.79 -1.91
Cl18 7.31 4.30 0.77
H31 8.44 4.06 -1.29
H32 8.16 5.77 -0.87
C16 -0.11 0.52 8.47
Cl19 -0.49 1.83 9.60
Cl20 -1.20 0.54 7.09
H33 0.92 0.65 8.12
H34 -0.21 -0.43 8.99

Its LUMO energy is 1.62 eV. The HOMO energy comes out at -4.7 eV. The value obtained for the frontier orbital gap is 6.338 eV. Its total charge is -1.

no.,total energy (eV)
1,-7856.261
2,-68588.423
3,-106591.315
4,-10804.791
5,-56489.860
6,-274521.810